The following is a quantum chemistry calculation of a 2-piece molecular cluster, C5H11O2 overall at a distorted geometry, from OMol25.

Values from the calculation:
LUMO (spin up / spin down) in eV: 0.8 / -3.4
Largest force on an atom in Eh/bohr: 0.1174
Multiplicity: 2
Gap between HOMO and LUMO (spin up / spin down) in eV: 11.3 / 7.0
E_tot in eV: -9454.1459
Highest occupied orbital energy (spin up / spin down) in eV: -10.5 / -10.4
Total charge: 0
⟨S²⟩: 0.755
Energy relative to the best compared isomer or geometry (same formula, charge and spin) in eV: 2.302

Each atom is followed by the atoms it is bonded to, with distances in Å.
CARTESIAN COORDINATES (ANGSTROEM)
1 O 1.2211 -0.7523 1.2276  C6 1.236
2 O -0.5548 -1.1754 -0.0175  C6 1.251
3 C -1.9522 0.8047 1.4193  C5 1.493, H12 1.020, H13 1.213, H17 1.123
4 C 1.4525 0.5908 -1.9224  C7 1.431, H10 1.173, H15 0.991, H16 1.132
5 C -0.7577 0.1716 2.0530  C3 1.493, C6 1.573, H11 1.013, H18 1.167
6 C 0.0074 -0.7111 0.9992  O1 1.236, O2 1.251, C5 1.573
7 C 0.7514 0.6024 -3.1694  C4 1.431, H8 1.059, H9 1.028, H14 1.061
8 H 0.4337 1.5378 -3.5499  C7 1.059
9 H -0.0978 0.0240 -3.2024  C7 1.028
10 H 0.8600 0.3168 -0.9484  C4 1.173
11 H -0.1323 0.6619 2.6812  C5 1.013
12 H -1.9328 1.4307 0.6144  C3 1.020
13 H -2.6602 1.5306 2.0847  C3 1.213
14 H 1.1445 0.1433 -4.0414  C7 1.061
15 H 2.1950 -0.0624 -1.9863  C4 0.991
16 H 1.7211 1.6808 -1.7736  C4 1.132
17 H -2.7387 0.0095 1.3201  C3 1.123
18 H -1.1312 -0.6018 2.8427  C5 1.167

What are the Mulliken partial charges on each atom? They are as follows, in elementary charge units:
1. O -0.24
2. O -0.55
3. C -1.10
4. C -0.20
5. C -0.49
6. C 0.66
7. C -1.23
8. H 0.33
9. H 0.43
10. H -0.36
11. H 0.50
12. H 0.39
13. H 0.29
14. H 0.38
15. H 0.39
16. H 0.27
17. H 0.28
18. H 0.27